{
  "formula": "C30H50P4RuSe",
  "method": "ωB97M-V/def2-TZVPD",
  "elements": ["Ru", "Se", "P", "P", "P", "P", "C", "C", "C", "C", "C", "C", "C", "C", "C", "C", "C", "C", "C", "C", "C", "C", "C", "C", "C", "C", "C", "C", "C", "C", "C", "C", "C", "C", "C", "C", "H", "H", "H", "H", "H", "H", "H", "H", "H", "H", "H", "H", "H", "H", "H", "H", "H", "H", "H", "H", "H", "H", "H", "H", "H", "H", "H", "H", "H", "H", "H", "H", "H", "H", "H", "H", "H", "H", "H", "H", "H", "H", "H", "H", "H", "H", "H", "H", "H", "H"],
  "coordinates": [[0.67, -0.03, -0.09], [0.66, -2.11, -3.13], [2.91, -0.21, -0.41], [0.27, -2.15, 0.61], [0.27, 1.55, -1.65], [0.84, 1.11, 2.02], [-3.03, -2.83, -4.88], [1.06, -3.62, -0.14], [-0.69, -2.75, -4.21], [0.24, 0.31, 4.69], [3.77, 1.41, -0.50], [0.79, 3.27, -1.25], [-0.38, -3.66, -5.25], [-1.38, -4.15, -6.08], [3.64, -1.03, -1.90], [-4.22, -0.54, -1.00], [-4.32, 0.07, 0.19], [0.65, -2.51, 2.37], [2.43, 1.26, 2.85], [3.82, -1.15, 0.88], [-1.57, 0.08, 3.09], [-2.04, -2.34, -4.03], [-0.57, -0.27, 5.67], [0.57, 5.25, 2.13], [0.98, 1.38, -3.33], [-1.88, -0.66, 5.37], [-1.65, 4.39, 1.71], [-1.51, -2.47, 0.47], [-1.15, 3.08, 1.79], [1.08, 3.95, 2.20], [-0.24, 0.45, 3.38], [-0.79, 5.47, 1.89], [-1.52, 1.73, -1.93], [-2.38, -0.47, 4.08], [0.22, 2.86, 2.02], [-2.72, -3.74, -5.90], [-4.28, 1.17, 0.28], [2.15, -3.48, -0.21], [-4.15, 0.03, -1.94], [0.66, -3.79, -1.15], [2.14, 3.80, 2.41], [-0.17, -0.42, 6.68], [0.86, -4.50, 0.49], [4.88, -1.18, 0.61], [-0.45, 0.82, 0.77], [-1.70, 2.20, -2.91], [-2.26, -1.63, -3.23], [0.66, -3.96, -5.38], [1.24, 6.10, 2.28], [1.24, 0.64, 4.95], [3.46, 2.09, 0.30], [-1.69, -3.55, 0.43], [3.28, -0.54, -2.81], [3.72, -0.68, 1.86], [1.78, 3.26, -0.78], [0.08, 3.72, -0.56], [-1.95, 2.37, -1.15], [-2.71, 4.54, 1.52], [0.65, 2.22, -3.95], [1.63, -2.10, 2.65], [0.67, -3.60, 2.52], [0.64, 0.43, -3.78], [-4.07, -2.51, -4.74], [-2.01, 0.76, -1.90], [-2.04, -2.05, 1.34], [2.08, 1.37, -3.29], [-1.83, 2.24, 1.69], [-3.50, -4.13, -6.56], [2.37, 2.06, 3.60], [3.57, 1.89, -1.47], [3.24, 1.50, 2.15], [-2.51, -1.10, 6.15], [3.45, -2.19, 0.93], [0.84, 3.86, -2.18], [-1.12, -4.85, -6.87], [2.67, 0.32, 3.36], [4.86, 1.24, -0.42], [-1.98, 0.22, 2.09], [-1.90, -2.01, -0.44], [-3.41, -0.75, 3.85], [3.35, -2.09, -1.92], [-1.18, 6.49, 1.84], [-4.48, -0.49, 1.11], [4.73, -0.96, -1.85], [-4.27, -1.63, -1.09], [-0.11, -2.07, 3.03]],
  "orbital_gap_ev": [5.40, 4.08],
  "total_charge": 4,
  "spin_multiplicity": 5,
  "e_above_lowest_kcal_mol": 0.0,
  "energy_ha": -5033.27546
}